Molecular formula: C42H104N4O12
Method: DFT, ωB97M-V with the def2-TZVPD basis set

Output
DFT total energy: -75751.148 eV
LUMO energy (spin up / spin down): -2.84 / -6.80 eV
spin multiplicity: 2
orbital gap (spin up / spin down): 7.1 / 3.1 eV
total charge: +1
largest force on an atom: 0.076 hartree/bohr

Last column: Löwdin spin population.
Cartesian coordinates (Å):
C1 -5.695 3.147 -18.653  0.000
C2 -5.264 4.529 -18.177  0.000
O1 -4.201 4.462 -17.244  0.000
H1 -6.527 3.290 -19.342  0.000
H2 -6.189 2.616 -17.839  0.000
H3 -5.175 2.348 -19.180  0.000
H4 -6.088 5.070 -17.712  0.000
H5 -4.722 5.066 -18.955  0.000
H6 -4.527 4.169 -16.390  0.000
C3 -4.687 -0.097 -16.357  0.000
C4 -3.528 -0.669 -17.184  0.000
O2 -3.154 -2.030 -16.937  0.000
H7 -5.025 0.928 -16.505  0.000
H8 -4.533 -0.520 -15.365  0.000
H9 -5.517 -0.739 -16.651  0.000
H10 -2.596 -0.104 -17.191  0.000
H11 -3.875 -0.680 -18.217  0.000
H12 -3.957 -2.554 -16.893  0.000
C5 -5.689 -4.626 -15.844  0.000
C6 -7.080 -5.251 -15.512  0.000
O3 -7.981 -4.196 -15.543  0.000
H13 -4.916 -5.381 -15.991  0.000
H14 -5.385 -3.926 -15.066  0.000
H15 -5.847 -4.029 -16.743  0.000
H16 -7.019 -5.800 -14.573  0.000
H17 -7.534 -5.875 -16.282  0.000
H18 -7.989 -3.817 -14.661  0.000
C7 -10.225 -7.288 -16.252  0.000
C8 -10.013 -7.232 -14.775  0.000
O4 -9.690 -8.479 -14.350  0.000
H19 -9.319 -7.654 -16.735  0.000
H20 -10.236 -6.307 -16.726  0.000
H21 -11.096 -7.818 -16.635  0.000
H22 -10.867 -6.946 -14.161  0.000
H23 -9.247 -6.549 -14.406  0.000
H24 -8.999 -8.783 -14.943  0.000
C9 -5.035 -6.315 -19.168  0.000
C10 -5.723 -7.461 -19.934  0.000
O5 -5.091 -8.670 -19.605  0.000
H25 -3.951 -6.428 -19.200  0.000
H26 -5.357 -6.313 -18.127  0.000
H27 -5.291 -5.347 -19.598  0.000
H28 -5.907 -7.270 -20.992  0.000
H29 -6.740 -7.407 -19.545  0.000
H30 -5.017 -8.763 -18.653  0.000
C11 -10.437 -4.637 -23.342  0.000
C12 -10.544 -3.357 -24.198  0.000
O6 -11.748 -3.138 -24.770  0.000
H31 -9.490 -4.894 -22.867  0.000
H32 -10.802 -5.338 -24.093  0.000
H33 -11.159 -4.728 -22.530  0.000
H34 -9.758 -3.262 -24.946  0.000
H35 -10.436 -2.518 -23.510  0.000
H36 -12.397 -3.046 -24.068  0.000
C13 -9.499 -2.467 -20.502  0.000
C14 -8.696 -2.621 -19.230  0.000
C15 -7.300 -1.852 -19.474  0.000
C16 -7.625 -0.295 -19.355  0.000
C17 -8.281 -0.001 -17.957  0.000
C18 -9.603 -0.766 -17.686  0.000
N1 -9.406 -2.188 -18.009  0.000
O7 -10.531 -2.962 -17.730  0.000
C19 -9.873 -0.525 -16.225  0.000
C20 -10.805 -0.132 -18.507  0.000
C21 -8.268 -4.147 -19.034  0.000
H37 -9.690 -1.444 -20.826  0.000
H38 -10.447 -3.006 -20.533  0.000
H39 -8.876 -2.956 -21.251  0.000
H40 -6.506 -2.114 -18.775  0.000
H41 -6.976 -1.993 -20.505  0.000
H42 -8.204 0.221 -20.121  0.000
H43 -6.747 0.347 -19.438  0.000
H44 -8.413 1.072 -17.813  0.000
H45 -7.547 -0.386 -17.249  0.000
H46 -9.038 -0.908 -15.638  0.000
H47 -10.052 0.538 -16.059  0.000
H48 -10.667 -1.189 -15.886  0.000
H49 -11.245 0.600 -17.831  0.000
H50 -10.616 0.238 -19.515  0.000
H51 -11.696 -0.728 -18.705  0.000
H52 -7.368 -4.162 -18.420  0.000
H53 -7.899 -4.653 -19.926  0.000
H54 -9.101 -4.704 -18.602  0.000
H55 -10.238 -3.509 -16.999  0.000
C22 -15.505 3.761 -19.002  0.049
C23 -16.187 2.697 -18.068  0.043
C24 -15.123 1.528 -17.947  0.001
C25 -14.086 1.738 -16.728  0.000
C26 -14.750 2.273 -15.536  0.002
C27 -15.506 3.577 -15.717  0.050
N2 -16.515 3.471 -16.797  0.654
O8 -17.424 4.513 -16.911  0.087
C28 -16.162 3.761 -14.361  0.019
C29 -14.642 4.814 -15.966  0.044
C30 -17.539 1.990 -18.583  0.018
H56 -15.996 4.734 -19.046  0.001
H57 -15.598 3.419 -20.033  0.006
H58 -14.447 3.698 -18.748  0.001
H59 -15.446 0.487 -17.945  0.000
H60 -14.415 1.589 -18.774  0.000
H61 -13.259 2.387 -17.018  0.000
H62 -13.702 0.774 -16.394  0.000
H63 -13.966 2.415 -14.792  0.000
H64 -15.447 1.523 -15.164  0.000
H65 -15.415 3.795 -13.568  0.001
H66 -16.757 4.673 -14.306  0.000
H67 -16.886 2.964 -14.194  0.000
H68 -15.326 5.656 -16.075  0.001
H69 -14.020 5.065 -15.107  0.006
H70 -13.996 4.761 -16.842  0.000
H71 -18.468 2.534 -18.751  0.000
H72 -17.805 1.228 -17.850  0.000
H73 -17.326 1.334 -19.428  0.001
H74 -18.208 4.090 -16.553  0.015
C31 -10.214 3.319 -15.481  0.000
O9 -8.963 3.555 -14.748  0.000
C32 -7.875 2.598 -14.999  0.000
C33 -6.730 2.985 -14.055  0.000
N3 -5.826 3.999 -14.580  0.000
C34 -4.714 4.287 -13.706  0.000
C35 -4.991 5.027 -12.465  0.000
O10 -5.445 6.333 -12.905  0.000
C36 -5.502 7.228 -11.837  0.000
H75 -9.891 2.878 -16.425  0.000
H76 -10.910 4.154 -15.557  0.000
H77 -10.772 2.460 -15.107  0.000
H78 -8.333 1.680 -14.633  0.000
H79 -7.493 2.664 -16.018  0.000
H80 -7.317 3.451 -13.263  0.000
H81 -6.240 2.091 -13.669  0.000
H82 -6.332 4.869 -14.498  0.000
H83 -4.255 3.326 -13.476  0.000
H84 -3.846 4.841 -14.063  0.000
H85 -5.688 4.459 -11.849  0.000
H86 -4.041 5.129 -11.939  0.000
H87 -6.151 7.949 -12.334  0.000
H88 -4.488 7.577 -11.640  0.000
H89 -6.099 6.839 -11.013  0.000
C37 -12.904 -5.340 -14.949  0.000
O11 -12.719 -5.403 -13.518  0.000
C38 -13.177 -4.281 -12.753  0.000
C39 -12.363 -3.024 -13.109  0.000
N4 -10.971 -3.189 -12.624  0.000
C40 -10.029 -2.281 -13.246  0.000
C41 -8.589 -2.262 -12.822  0.000
O12 -7.851 -3.432 -12.991  0.000
C42 -8.366 -4.714 -12.525  0.000
H90 -13.972 -5.189 -15.108  0.000
H91 -12.587 -6.333 -15.269  0.000
H92 -12.271 -4.624 -15.474  0.000
H93 -13.154 -4.484 -11.682  0.000
H94 -14.234 -4.179 -13.000  0.000
H95 -12.954 -2.237 -12.640  0.000
H96 -12.348 -2.856 -14.186  0.000
H97 -10.912 -3.261 -11.618  0.000
H98 -10.486 -1.304 -13.090  0.000
H99 -9.924 -2.430 -14.320  0.000
H100 -8.424 -2.145 -11.751  0.000
H101 -8.208 -1.356 -13.295  0.000
H102 -8.628 -4.621 -11.471  0.000
H103 -7.573 -5.459 -12.477  0.000
H104 -9.294 -4.990 -13.025  0.000

Molecular formula: C43H81BrN5O4PS
Method: DFT, ωB97M-V with the def2-TZVPD basis set

Output
DFT total energy: -151707.983 eV
LUMO energy: -1.25 eV
orbital gap: 6.8 eV
total charge: 0
largest force on an atom: 0.040 hartree/bohr

Last column: Mulliken charge in e.
Cartesian coordinates (Å):
C1 8.749 3.971 1.012  -0.641
O1 8.970 3.742 -0.381  -0.297
C2 9.472 2.408 -0.600  -0.249
C3 9.640 2.157 -2.139  -0.871
C4 8.371 1.506 -2.820  -0.567
C5 8.016 0.059 -2.291  -0.633
C6 6.713 0.127 -1.391  0.231
C7 5.753 -1.122 -1.538  -1.025
C8 4.252 -0.820 -1.185  -0.502
C9 3.554 0.219 -2.141  -0.752
C10 2.269 0.884 -1.515  0.310
C11 0.922 0.419 -1.891  -0.869
C12 0.824 -0.748 -2.936  -1.671
C13 1.058 -0.112 -4.361  0.731
C14 0.246 1.194 -4.696  -0.890
N1 1.878 -0.591 -5.215  -0.801
C15 -0.267 1.069 -1.283  0.886
P1 -1.925 0.339 -1.856  0.334
N2 -2.830 1.561 -2.770  -0.705
O2 -2.782 -0.073 -0.459  -0.238
C16 -0.153 2.199 -0.328  0.232
C17 -1.419 2.871 0.304  -0.959
C18 -1.656 2.522 1.837  0.171
C19 -0.622 1.528 2.465  -0.935
Br1 -3.457 1.716 2.088  -0.211
C20 1.201 2.676 0.003  0.788
C21 2.394 2.007 -0.569  0.318
C22 3.771 2.556 -0.122  0.297
O3 4.763 1.897 0.073  -0.419
C23 3.861 4.098 0.146  0.334
S1 5.374 5.023 -0.178  -0.261
C24 2.752 4.693 0.669  -1.024
C25 1.444 3.891 0.954  0.048
O4 0.693 4.231 1.837  -0.514
H1 8.137 4.904 1.151  0.214
H2 9.700 4.127 1.598  0.288
H3 8.158 3.101 1.413  0.271
H4 10.508 2.402 -0.140  0.319
H5 8.880 1.624 -0.059  0.222
H6 9.748 3.178 -2.607  0.332
H7 10.546 1.541 -2.361  0.360
H8 7.540 2.253 -2.736  0.229
H9 8.586 1.412 -3.925  0.339
H10 7.852 -0.646 -3.150  0.385
H11 8.856 -0.295 -1.639  0.283
H12 6.973 0.239 -0.308  0.218
H13 6.148 1.039 -1.700  -0.276
H14 5.869 -1.652 -2.528  0.430
H15 6.106 -1.877 -0.774  0.303
H16 4.084 -0.477 -0.134  0.410
H17 3.693 -1.798 -1.289  0.332
H18 4.214 1.091 -2.421  0.293
H19 3.319 -0.282 -3.121  0.426
H20 1.682 -1.438 -2.705  0.375
H21 -0.124 -1.328 -2.875  0.640
H22 0.515 1.588 -5.715  0.472
H23 -0.854 1.001 -4.630  0.083
H24 0.467 2.036 -3.981  0.212
H25 1.856 0.026 -6.041  0.258
H26 -3.281 2.238 -2.146  0.335
H27 -2.131 2.028 -3.354  0.286
H28 -3.744 0.012 -0.598  0.295
H29 -1.336 3.984 0.143  0.369
H30 -2.338 2.532 -0.247  0.103
H31 -1.664 3.488 2.401  0.351
H32 -1.027 1.215 3.470  0.479
H33 0.385 1.968 2.662  0.239
H34 -0.480 0.608 1.849  0.009
H35 6.078 4.201 -1.032  0.178
H36 2.820 5.782 0.889  0.379
C26 -1.114 -4.787 4.915  -1.469
C27 -0.993 -3.649 3.910  -0.202
N3 -0.509 -4.068 2.605  0.267
C28 -0.148 -2.952 1.738  -1.318
C29 -1.264 -2.001 1.299  0.788
C30 -1.256 -5.137 1.957  -0.858
C31 -2.746 -4.907 1.692  -0.572
H37 -0.163 -5.311 5.035  0.335
H38 -1.402 -4.389 5.891  0.444
H39 -1.878 -5.512 4.625  0.289
H40 -0.288 -2.923 4.328  0.452
H41 -1.963 -3.136 3.842  0.216
H42 0.357 -3.337 0.846  0.334
H43 0.615 -2.359 2.256  0.350
H44 -1.891 -2.445 0.527  0.171
H45 -0.827 -1.097 0.868  -0.889
H46 -1.898 -1.688 2.129  0.281
H47 -1.154 -6.041 2.565  0.332
H48 -0.766 -5.397 1.012  0.343
H49 -3.257 -4.448 2.540  0.328
H50 -3.236 -5.866 1.500  0.268
H51 -2.908 -4.286 0.812  0.013
C32 -7.549 8.115 4.503  -1.433
C33 -6.210 7.731 3.887  -0.291
N4 -5.650 6.500 4.420  0.109
C34 -4.265 6.279 4.025  -0.798
C35 -3.973 6.065 2.537  -0.659
C36 -6.508 5.324 4.354  -0.684
C37 -7.009 4.882 2.977  -0.817
H52 -7.475 8.193 5.590  0.329
H53 -7.868 9.086 4.118  0.431
H54 -8.335 7.397 4.258  0.298
H55 -5.513 8.550 4.093  0.426
H56 -6.325 7.690 2.794  0.246
H57 -3.860 5.431 4.587  0.333
H58 -3.679 7.142 4.361  0.399
H59 -4.266 5.068 2.209  -0.009
H60 -2.898 6.155 2.357  0.319
H61 -4.470 6.802 1.904  0.357
H62 -7.379 5.502 4.992  0.365
H63 -5.999 4.480 4.830  0.324
H64 -7.344 5.721 2.363  0.236
H65 -7.862 4.209 3.096  0.374
H66 -6.247 4.332 2.426  0.149
C38 -2.346 -8.923 -4.547  -1.427
C39 -3.452 -8.244 -3.750  -0.317
N5 -3.161 -8.118 -2.331  0.127
C40 -4.315 -7.713 -1.539  -0.714
C41 -4.906 -6.325 -1.799  -0.789
C42 -1.911 -7.451 -1.989  -0.789
C43 -1.705 -6.018 -2.490  -0.757
H67 -2.113 -9.909 -4.138  0.332
H68 -2.667 -9.057 -5.583  0.433
H69 -1.431 -8.329 -4.567  0.291
H70 -4.355 -8.851 -3.869  0.453
H71 -3.671 -7.270 -4.211  0.257
H72 -4.069 -7.797 -0.476  0.345
H73 -5.108 -8.452 -1.701  0.388
H74 -4.287 -5.538 -1.369  0.006
H75 -5.889 -6.249 -1.325  0.408
H76 -5.044 -6.121 -2.862  0.304
H77 -1.085 -8.063 -2.364  0.374
H78 -1.780 -7.466 -0.902  0.329
H79 -2.019 -5.887 -3.527  0.335
H80 -0.644 -5.760 -2.438  0.374
H81 -2.237 -5.294 -1.873  0.042

Molecular formula: C20H18F2NO3P
Method: DFT, ωB97M-V with the def2-TZVPD basis set

Output
DFT total energy: -43391.695 eV
energy above the lowest of the compared OMol25 structures with the same formula, charge and spin: 0.00 kcal per mole
LUMO energy: 0.85 eV
orbital gap: 9.2 eV
total charge: 0
largest force on an atom: 0.016 hartree/bohr

Last column: natural (NBO) charge in e.
Cartesian coordinates (Å):
C1 1.711 0.988 5.936  -0.625
C2 0.820 0.868 4.737  -0.050
C3 -0.550 1.049 4.858  -0.172
C4 -1.392 0.947 3.765  -0.287
C5 -0.861 0.649 2.518  0.248
C6 0.506 0.460 2.386  -0.280
C7 1.353 0.573 3.477  0.030
C8 2.826 0.381 3.293  -0.635
H1 3.373 1.253 3.648  0.218
H2 3.062 0.228 2.244  0.224
H3 3.174 -0.482 3.861  0.217
H4 0.916 0.227 1.417  0.225
N1 -1.711 0.515 1.414  -0.999
P1 -1.322 0.439 -0.188  2.498
O1 -2.489 0.403 -1.065  -1.081
O2 -0.292 1.655 -0.396  -0.768
C9 0.391 1.701 -1.597  0.175
C10 -0.260 1.959 -2.792  -0.221
C11 0.456 2.005 -3.977  -0.216
C12 1.823 1.791 -3.978  -0.196
C13 2.486 1.527 -2.792  -0.290
C14 1.764 1.479 -1.615  0.426
F1 2.404 1.203 -0.462  -0.327
H5 3.548 1.344 -2.765  0.231
H6 2.377 1.821 -4.903  0.218
H7 -0.063 2.201 -4.902  0.220
H8 -1.328 2.104 -2.773  0.246
O3 -0.316 -0.812 -0.408  -0.798
C15 -0.791 -1.958 -0.987  0.290
C16 -1.871 -2.653 -0.471  -0.254
C17 -2.297 -3.824 -1.075  -0.200
C18 -1.650 -4.308 -2.198  -0.208
C19 -0.573 -3.619 -2.731  -0.268
C20 -0.158 -2.449 -2.126  0.341
F2 0.876 -1.760 -2.649  -0.315
H9 -0.058 -3.967 -3.612  0.232
H10 -1.985 -5.219 -2.668  0.218
H11 -3.142 -4.356 -0.665  0.217
H12 -2.366 -2.254 0.402  0.228
H13 -2.681 0.741 1.570  0.429
H14 -2.456 1.098 3.880  0.206
H15 -0.971 1.279 5.826  0.207
H16 2.274 0.068 6.090  0.215
H17 1.127 1.191 6.830  0.215
H18 2.429 1.796 5.801  0.215